## i
ORCA calculation (ωB97M-V/def2-TZVPD) on 2 unconnected molecules or ions with the total composition C4H12O2.

Its gap between HOMO and LUMO is 11.20 eV. As for the spin multiplicity: 1. As for the SMILES: CCO.CCO.

Element x y z (Å)
H -0.107 -2.130 1.590
H -0.808 -2.455 -1.450
H -1.140 0.564 0.289
H -0.895 -0.852 0.613
H -1.703 2.221 -0.097
H 1.275 1.332 -0.378
O 0.607 2.475 1.156
H 1.677 -2.426 -0.376
H -1.183 1.121 -1.413
C 0.444 2.022 -0.137
H 0.779 -0.620 1.209
H 0.729 -1.130 -1.162
C 0.062 -1.361 0.817
C -0.983 1.432 -0.374
O -0.217 -2.984 -0.875
C 0.674 -1.960 -0.431
H 0.545 2.912 -0.788
H 0.244 1.839 1.807



## ii
ORCA calculation (ωB97M-V/def2-TZVPD) on 2 unconnected molecules or ions with the total composition C4H12O2.

Its gap between HOMO and LUMO is 11.27 eV. As for the spin multiplicity: 1. As for the SMILES: CCO.CCO.

Element x y z (Å)
H -0.883 -4.034 0.095
H -2.289 -4.558 0.968
O -2.178 -3.419 -2.217
H 1.128 4.890 0.424
C 2.069 4.510 0.784
H -2.250 -5.299 -1.367
H 3.380 2.877 0.404
H -1.353 -3.003 -1.949
C -1.963 -3.881 0.179
O 1.937 4.153 2.176
H 2.825 5.289 0.690
H -3.657 -4.239 -1.090
C 2.457 3.286 0.005
H 1.745 2.473 0.122
H 1.160 4.634 2.508
C -2.578 -4.274 -1.141
H 2.611 3.444 -1.058
H -2.160 -2.849 0.467



On energetic grounds, ii is preferred over the next structure by 10.5 kcal/mol.



## i
ORCA calculation (ωB97M-V/def2-TZVPD) on 2 unconnected molecules or ions with the total composition C4H12O2.

Its gap between HOMO and LUMO is 10.78 eV. As for the spin multiplicity: 1. As for the SMILES: CCC.COO.

Element x y z (Å)
H 0.983 -1.259 -1.366
H 2.630 0.709 -1.731
H -3.716 0.576 0.096
H -1.779 -0.817 2.681
C 0.936 -0.985 -0.312
O -1.840 -0.239 1.908
H 3.349 0.400 -0.153
H 2.711 2.001 -0.534
C 1.186 0.509 -0.132
C -2.824 -0.022 -0.119
H -1.934 0.662 0.096
H 0.406 1.075 -0.651
H 1.691 -1.564 0.218
H -0.047 -1.266 0.058
H 1.113 0.764 0.930
O -2.626 -1.017 0.801
H -2.788 -0.456 -1.121
C 2.550 0.932 -0.668



## ii
ORCA calculation (ωB97M-V/def2-TZVPD) on 2 unconnected molecules or ions with the total composition C4H12O2.

Its gap between HOMO and LUMO is 11.17 eV. As for the spin multiplicity: 1. As for the SMILES: CCO.CCO.

Element x y z (Å)
H 1.386 0.873 -0.724
H 3.051 0.620 -3.236
H -3.344 -1.922 2.545
H -1.862 -1.425 3.420
O -3.091 -0.120 0.640
H -3.970 0.266 0.840
C -2.341 -1.478 2.427
H -2.828 0.628 2.563
H 3.206 2.025 -2.142
H -1.395 0.263 1.559
C -2.374 -0.129 1.895
C 1.538 0.616 -1.786
H -1.738 -2.137 1.781
O 3.860 0.191 -1.425
H 0.768 1.131 -2.385
H 1.409 -0.472 -1.907
H 4.722 0.134 -1.888
C 3.004 0.937 -2.177



## iii
ORCA calculation (ωB97M-V/def2-TZVPD) on 3 unconnected molecules or ions with the total composition C4H12O2.

Its gap between HOMO and LUMO is 9.82 eV. As for the spin multiplicity: 1. As for the SMILES: C/C=C/C.O.O.

Element x y z (Å)
C -0.105 1.531 -0.570
H -0.864 2.031 -1.110
H -1.793 0.622 0.551
H 3.276 0.346 1.266
C -0.410 -1.581 1.638
H 0.596 0.930 -1.248
H -1.322 -1.355 -2.993
H -0.861 -2.439 1.168
H -1.117 -1.189 2.292
C -0.046 -0.605 0.596
H 0.458 -1.959 2.189
H -1.488 -1.002 -1.571
H 0.521 2.255 -0.060
C -0.773 0.591 0.341
H 0.896 -0.830 -0.031
O 2.772 1.005 0.789
H 1.851 0.547 0.710
O -1.791 -0.702 -2.438



On energetic grounds, ii is preferred over the next structure by 12.3 kcal/mol.